No. 1
Entry from the Open Molecules 2025 dataset: a cluster of 12 separate species, C39H102O36S11 in total at a distorted geometry (the ωB97M-V functional and the def2-TZVPD basis).

Values from the calculation:
2S+1 ... 1
Structure (SMILES) ... CCOS(C)(=O)=O.CCOS(C)(=O)=O.CCOS(C)(=O)=O.CCOS(C)(=O)=O.CCOS(C)(=O)=O.CCOS(C)(=O)=O.CCOS(C)(=O)=O.CCOS(C)(=O)=O.CCOS(C)(=O)=O.CCOS(C)(=O)=O.CCOS(C)(=O)=O.COCCOCCOC
ΔE to the lowest compared entry with this formula, charge and spin ... 210.2 kcal per mole
Kohn-Sham gap ... 9.6 eV

Geometry (Å):
C -20.043 -10.800 6.084
C -20.245 -9.442 6.847
O -21.517 -8.820 6.703
S -22.856 -9.389 7.595
C -24.028 -8.171 6.851
O -23.238 -10.725 7.143
O -22.689 -9.041 9.026
H -19.761 -10.619 5.047
H -20.978 -11.353 5.992
H -19.337 -11.355 6.702
H -20.061 -9.603 7.910
H -19.476 -8.709 6.604
H -25.025 -8.317 7.267
H -23.936 -8.336 5.777
H -23.631 -7.203 7.157
C -29.054 0.784 1.177
C -27.801 1.630 1.334
O -26.788 1.279 0.397
S -26.729 2.149 -1.065
C -25.600 1.017 -1.917
O -28.038 2.163 -1.769
O -25.964 3.348 -0.780
H -28.877 -0.247 1.483
H -29.244 0.760 0.104
H -29.883 1.141 1.788
H -28.087 2.674 1.209
H -27.433 1.588 2.359
H -25.494 1.422 -2.924
H -26.040 0.027 -1.803
H -24.646 1.072 -1.393
C -23.230 -11.307 0.756
C -23.711 -10.112 1.628
O -25.085 -9.682 1.670
S -26.309 -10.737 1.224
C -27.662 -9.788 2.045
O -26.413 -10.670 -0.245
O -26.028 -11.976 1.959
H -23.599 -11.110 -0.251
H -23.481 -12.301 1.128
H -22.155 -11.220 0.599
H -23.484 -10.348 2.667
H -23.035 -9.267 1.504
H -27.483 -9.820 3.120
H -28.661 -10.174 1.842
H -27.561 -8.773 1.662
C -33.848 1.974 10.822
C -32.372 1.498 10.671
O -31.901 1.546 9.294
S -30.402 1.052 8.834
C -30.845 -0.739 8.753
O -30.009 1.550 7.512
O -29.448 1.217 9.962
H -34.179 1.938 11.860
H -34.529 1.342 10.252
H -34.007 3.011 10.526
H -31.780 2.059 11.394
H -32.444 0.483 11.062
H -31.326 -0.846 7.781
H -31.487 -1.087 9.562
H -29.957 -1.360 8.869
C -36.604 6.890 3.272
C -37.284 7.363 4.585
O -36.221 7.951 5.312
S -36.199 7.809 6.982
C -35.598 9.501 7.351
O -37.613 7.671 7.377
O -35.178 6.853 7.429
H -35.718 6.270 3.406
H -36.365 7.676 2.556
H -37.395 6.258 2.867
H -38.101 8.070 4.438
H -37.583 6.494 5.171
H -35.585 9.634 8.433
H -36.162 10.302 6.874
H -34.588 9.466 6.943
C -38.383 3.377 -2.197
C -37.111 2.590 -2.216
O -36.194 3.199 -1.270
S -34.729 2.497 -1.119
C -33.991 3.098 -2.696
O -34.104 3.126 0.045
O -34.980 1.063 -1.182
H -38.789 3.265 -1.192
H -39.150 3.160 -2.940
H -38.259 4.458 -2.143
H -37.242 1.535 -1.975
H -36.734 2.745 -3.226
H -34.280 4.135 -2.871
H -34.353 2.434 -3.481
H -32.905 3.144 -2.610
C -30.373 -8.246 -5.845
C -30.161 -7.613 -4.392
O -29.554 -6.360 -4.426
S -29.292 -5.618 -2.983
C -30.092 -3.917 -3.268
O -30.043 -6.222 -1.879
O -27.866 -5.391 -2.847
H -30.877 -7.514 -6.476
H -30.871 -9.211 -5.936
H -29.395 -8.430 -6.290
H -31.095 -7.576 -3.832
H -29.510 -8.359 -3.938
H -30.467 -3.546 -2.314
H -30.925 -4.022 -3.963
H -29.359 -3.275 -3.757
C -36.736 -7.085 9.159
C -37.595 -5.906 8.742
O -36.754 -4.838 8.738
S -36.832 -3.675 9.915
C -38.223 -2.680 9.137
O -37.399 -4.208 11.170
O -35.574 -2.876 9.962
H -36.507 -7.105 10.224
H -35.844 -7.095 8.533
H -37.243 -8.016 8.906
H -37.881 -5.965 7.691
H -38.398 -5.647 9.432
H -39.194 -3.148 9.297
H -37.986 -2.752 8.075
H -38.129 -1.662 9.516
C -41.179 3.996 9.843
C -41.568 4.189 11.315
O -42.417 5.249 11.460
S -42.341 5.991 12.978
C -42.964 4.552 14.121
O -40.923 6.286 13.220
O -43.325 7.063 13.055
H -42.137 3.964 9.326
H -40.712 3.036 9.621
H -40.742 4.889 9.396
H -42.009 3.263 11.686
H -40.629 4.313 11.855
H -43.950 4.247 13.770
H -42.980 4.984 15.121
H -42.316 3.676 14.134
C -40.572 -3.678 3.494
C -41.476 -3.258 4.661
O -42.030 -1.988 4.438
S -43.253 -1.461 5.380
C -43.493 0.229 4.528
O -44.424 -2.306 5.203
O -42.723 -1.201 6.730
H -39.687 -3.057 3.353
H -41.128 -3.592 2.561
H -40.357 -4.730 3.681
H -42.315 -3.935 4.822
H -40.920 -3.279 5.598
H -44.415 0.615 4.962
H -43.465 0.126 3.443
H -42.686 0.896 4.832
C -33.881 -9.527 2.507
C -33.742 -10.486 3.695
O -32.701 -9.993 4.540
S -32.236 -10.984 5.816
C -31.484 -12.405 4.909
O -31.239 -10.236 6.606
O -33.417 -11.432 6.502
H -34.465 -9.934 1.681
H -32.944 -9.117 2.131
H -34.493 -8.652 2.729
H -34.655 -10.408 4.284
H -33.593 -11.482 3.276
H -30.825 -12.086 4.101
H -32.301 -12.994 4.491
H -30.916 -12.994 5.628
C -37.009 0.185 4.327
O -36.174 -0.030 5.469
C -34.797 -0.223 5.045
C -34.436 -1.470 4.202
O -34.422 -2.621 5.049
C -34.029 -3.842 4.453
C -32.677 -3.897 3.754
O -31.563 -3.706 4.582
C -31.264 -4.582 5.660
H -38.027 0.295 4.702
H -37.098 -0.766 3.803
H -36.872 1.038 3.662
H -34.301 -0.224 6.015
H -34.390 0.673 4.575
H -33.524 -1.353 3.616
H -35.170 -1.641 3.414
H -34.856 -4.133 3.804
H -34.242 -4.652 5.152
H -32.688 -3.065 3.049
H -32.472 -4.742 3.097
H -31.966 -4.732 6.481
H -30.395 -4.062 6.063
H -30.830 -5.519 5.310

Löwdin population analysis, charges in e, atoms 1 to 8:
1. C -0.054
2. C -0.269
3. O -0.289
4. S 0.715
5. C -0.100
6. O -0.310
7. O -0.316
8. H 0.068



No. 2
Entry from the Open Molecules 2025 dataset: a structure of composition C6H4HgN2O3 at a distorted geometry (the ωB97M-V functional and the def2-TZVPD basis).

Values from the calculation:
2S+1 ... 1
Net charge ... +2
Kohn-Sham gap ... 8.1 eV

Geometry (Å):
O -3.077 -2.644 -0.833
C -2.211 -1.899 -0.598
Hg -0.309 -0.166 0.150
C -0.687 1.269 -1.609
C 1.425 -1.583 -0.366
O -0.998 1.953 -2.458
O 2.210 -2.377 -0.571
N -0.190 1.589 3.968
C 0.935 2.259 3.498
C 1.116 1.834 2.204
N 0.096 0.924 1.935
C -0.696 0.782 3.023
H -0.617 1.655 4.878
H 1.525 2.964 4.063
H 1.853 2.066 1.423
H -1.600 0.095 3.063

natural (NBO) population analysis, charges in e, atoms 1 to 8:
1. O -0.331
2. C 0.441
3. Hg 1.435
4. C 0.405
5. C 0.406
6. O -0.281
7. O -0.280
8. N -0.455



No. 3
Entry from the Open Molecules 2025 dataset: a cluster of 2 separate species, C6H11N3O6 in total at a distorted geometry (the ωB97M-V functional and the def2-TZVPD basis).

Values from the calculation:
2S+1 ... 1
Structure (SMILES) ... CC/C([N+](=O)[O-])=[N+](\[O-])O.C=C(C)[N+](=O)[O-]
ΔE to the lowest compared entry with this formula, charge and spin ... 26.1 kcal per mole
Kohn-Sham gap (alpha / beta) ... 8.8 / 8.8 eV

Geometry (Å):
C -2.811 -0.369 1.306
C -1.288 -0.568 1.225
C -0.741 0.531 0.355
N -0.960 0.521 -0.975
O -0.882 1.519 -1.649
O -1.355 -0.551 -1.410
N -0.219 1.562 0.945
O -0.017 1.553 2.124
O 0.222 2.665 0.250
H -3.014 0.566 1.885
H -3.197 -1.367 1.661
H -3.243 -0.152 0.317
H -0.707 -0.679 2.138
H -1.185 -1.545 0.640
H 1.100 2.881 0.680
C 2.027 0.407 -1.864
C 1.730 -0.455 -0.893
C 1.156 -1.768 -1.162
N 1.983 -0.112 0.496
O 2.444 0.992 0.685
O 1.596 -0.876 1.336
H 1.846 0.179 -2.925
H 2.600 1.223 -1.502
H 0.974 -1.901 -2.258
H 1.794 -2.539 -0.762
H 0.148 -1.716 -0.644

natural (NBO) population analysis, charges in e, atoms 1 to 8:
1. C -0.611
2. C -0.441
3. C 0.155
4. N 0.484
5. O -0.364
6. O -0.418
7. N 0.427
8. O -0.389



No. 4
Entry from the Open Molecules 2025 dataset: a structure of composition C32H20BaF5N5S3Sb at a distorted geometry (the ωB97M-V functional and the def2-TZVPD basis).

Values from the calculation:
2S+1 ... 1
ΔE to the lowest compared entry with this formula, charge and spin ... 57.1 kcal per mole
Net charge ... -1
Kohn-Sham gap ... 5.6 eV

Geometry (Å):
Ba 0.019 -0.397 0.221
C 3.295 -0.083 -1.859
C 2.991 -1.467 -1.392
C 3.935 -2.490 -1.462
C 3.593 -3.759 -1.042
C 2.326 -3.973 -0.520
C 1.464 -2.897 -0.422
N 1.779 -1.691 -0.886
Sb -0.392 -3.473 0.623
C -1.878 -2.563 -0.736
C -2.922 -3.415 -1.062
C -3.873 -2.986 -1.976
C -3.744 -1.732 -2.540
C -2.673 -0.917 -2.165
C -2.479 0.443 -2.739
N -1.772 -1.350 -1.279
C -0.586 -2.233 2.442
C -0.708 -3.011 3.578
C -0.729 -2.371 4.809
C -0.632 -0.995 4.856
C -0.549 -0.273 3.665
C -0.449 1.214 3.629
N -0.549 -0.910 2.497
H 4.211 -0.063 -2.446
H 3.408 0.588 -1.003
H 2.473 0.316 -2.455
H 4.925 -2.274 -1.839
H 4.310 -4.567 -1.088
H 2.040 -4.947 -0.146
H -2.987 -4.400 -0.617
H -4.699 -3.630 -2.249
H -4.460 -1.368 -3.263
H -3.079 0.577 -3.637
H -1.426 0.614 -2.971
H -2.744 1.199 -1.992
H -0.736 -4.091 3.513
H -0.790 -2.948 5.723
H -0.603 -0.470 5.800
H -0.341 1.625 4.630
H -1.331 1.635 3.140
H 0.415 1.519 3.030
S -2.041 1.974 0.425
C -1.032 3.352 0.795
C -1.593 4.360 1.581
C -0.896 5.504 1.952
C -1.534 6.482 2.755
N -2.064 7.261 3.418
C 0.436 5.658 1.517
C 1.005 4.659 0.735
C 0.314 3.505 0.359
S 1.173 2.351 -0.634
C 1.197 6.805 1.858
N 1.829 7.728 2.128
H -2.616 4.238 1.908
H 2.027 4.770 0.400
F 6.969 0.904 4.909
C 5.970 0.220 4.332
C 4.710 0.187 4.912
F 4.491 0.846 6.060
C 3.690 -0.522 4.311
F 2.493 -0.512 4.917
C 3.859 -1.234 3.117
S 2.583 -2.112 2.379
C 5.145 -1.176 2.563
F 5.413 -1.823 1.417
C 6.180 -0.471 3.146
F 7.393 -0.451 2.573

Löwdin population analysis, charges in e, atoms 1 to 8:
1. Ba 1.590
2. C -0.049
3. C -0.324
4. C -0.013
5. C -0.049
6. C -0.167
7. C -0.563
8. N -0.197